Record 1
19
Properties=species:S:1:pos:R:3:forces:R:3:mulliken_charge:R:1 method="wB97M-V/def2-TZVPD" lumo_energy_ev=-1.260 charge=0 gap_ev=8.78 homo_energy_ev=-10.043 de_lowest_kcal_mol=27.7 total_energy_ha=-845.9505
C 1.3997 0.6240 -0.7759 1.516 0.309 0.700 -0.65
C 0.5550 0.5776 0.2412 -2.628 0.640 0.544 -0.04
C -0.2315 -0.6729 0.4147 -2.244 1.284 1.991 -0.17
C -3.3082 0.0849 -0.2126 0.989 0.469 -2.203 -0.16
N -3.9146 -0.5217 0.7652 -0.386 -0.900 -1.957 0.90
N -2.6699 -0.5716 -1.3784 -1.334 2.144 1.960 1.16
N -3.1858 1.5547 -0.1385 -2.749 0.548 -4.016 0.98
O -4.0207 -1.8809 0.8007 -1.393 0.464 2.034 -0.41
O -4.5485 0.0965 1.5556 -0.641 0.225 1.978 -0.64
O -2.1727 0.1559 -2.1982 0.282 -0.499 -0.102 -0.56
O -2.7406 -1.7727 -1.3734 0.439 -1.444 -1.009 -0.73
O -2.6026 2.0901 0.7155 1.906 0.500 2.781 -0.51
O -3.7560 2.1833 -1.0591 0.571 -1.614 1.034 -0.56
O -1.3864 -0.7507 0.8622 2.773 0.544 -0.341 -0.46
H 2.1319 1.4261 -0.9607 -0.915 -0.117 -0.133 0.28
H 1.5762 -0.2948 -1.3085 0.082 -0.194 -0.294 0.27
H 0.0758 1.4002 0.8650 1.351 -0.710 -0.890 0.28
H -3.4807 -2.3288 0.1538 1.022 0.368 -1.120 0.46
H 0.2643 -1.5797 0.3265 1.357 -2.017 -0.957 0.58

=====

Record 2
4
Properties=species:S:1:pos:R:3:forces:R:3:mulliken_charge:R:1 method="wB97M-V/def2-TZVPD" lumo_energy_ev=-0.824 charge=0 gap_ev=9.08 homo_energy_ev=-9.901 de_lowest_kcal_mol=5.7 total_energy_ha=-627.9287 smiles="O=NSF"
O 0.3240 -0.2066 1.2157 1.688 -0.157 -0.583 -0.20
N 1.0002 -0.3653 0.2841 -1.281 -0.287 0.594 0.26
S -0.1700 -0.0852 -1.2819 0.175 0.581 1.190 0.16
F -1.1542 0.6571 -0.2178 -0.582 -0.137 -1.201 -0.21

=====

Record 3
12
Properties=species:S:1:pos:R:3:forces:R:3:mulliken_charge:R:1 method="wB97M-V/def2-TZVPD" lumo_energy_ev=-4.856 charge=+1 gap_ev=9.47 homo_energy_ev=-14.326 de_lowest_kcal_mol=34.6 total_energy_ha=-524.8028
C 1.2533 -0.1040 -1.0569 -0.824 -1.701 -1.647 0.37
C -1.1553 -0.7358 1.5229 -0.246 2.337 1.423 -0.11
C 2.6249 0.2074 -1.4345 -0.091 3.901 2.420 -0.73
N 0.1826 -0.5054 -0.8874 1.805 0.959 -0.356 -0.48
N -1.8255 -1.0965 0.5126 2.259 -0.738 -0.815 -0.18
I -2.1497 -0.4779 3.4166 1.103 -0.456 -1.229 0.26
H -0.1654 -0.2113 1.2327 -1.549 -0.978 1.138 0.28
H 3.2034 -0.4386 -2.0831 -0.430 -0.441 0.166 0.33
H 2.5793 1.3054 -1.8858 0.301 -2.287 0.876 0.28
H 3.0410 0.3325 -0.3421 0.204 -0.213 -2.279 0.25
H -1.1444 -1.0167 -0.3368 -1.070 -0.110 0.174 0.44
H -2.5727 -1.7411 0.5513 -1.460 -0.273 0.128 0.27

=====

Record 4
14
Properties=species:S:1:pos:R:3:forces:R:3:mulliken_charge:R:1 method="wB97M-V/def2-TZVPD" lumo_energy_ev=0.640 charge=0 gap_ev=9.40 homo_energy_ev=-8.755 de_lowest_kcal_mol=117.2 total_energy_ha=-307.5257
C -0.0770 -0.8602 1.3359 0.034 -0.004 0.009 -1.21
C -0.8037 0.3177 0.7405 -0.109 -0.217 0.118 0.41
O 0.0352 1.5211 0.7203 0.110 0.137 -0.162 -0.18
C 0.2249 1.5652 -0.5909 -0.241 -0.042 0.180 -0.44
C -0.8062 0.4324 -0.8009 -0.131 0.148 0.007 0.01
O -0.5418 -0.6746 -1.6025 0.237 -0.027 -0.027 -0.52
H 0.8882 -1.0166 0.8425 -0.134 0.023 0.056 0.29
H 0.1018 -0.7084 2.4043 -0.037 -0.015 -0.140 0.35
H -0.6805 -1.7642 1.2050 0.069 0.137 0.016 0.30
H -1.7434 0.5278 1.2629 0.124 -0.033 -0.080 0.33
H 2.5538 -0.0304 -1.3800 0.044 -0.032 -0.002 0.12
H 2.1708 0.6114 -1.3370 0.083 -0.068 -0.030 -0.08
H -1.7353 0.8924 -1.1612 0.098 -0.025 0.075 0.33
H 0.4132 -0.8135 -1.6390 -0.146 0.018 -0.021 0.29